1.
{
  "formula": "H16O8",
  "method": "ωB97M-V with the def2-TZVPD basis set",
  "elements": ["O", "H", "H", "O", "H", "H", "O", "H", "H", "O", "H", "H", "O", "H", "H", "O", "H", "H", "O", "H", "H", "O", "H", "H"],
  "positions_angstrom": [[15.2158, 9.9024, -27.7761], [14.3594, 9.5426, -27.5454], [15.0740, 10.8478, -27.8240], [14.6704, 8.5403, -30.0010], [14.9636, 8.9680, -29.1964], [14.5070, 9.2606, -30.6099], [16.4462, 12.4057, -29.2946], [16.9200, 11.6830, -29.7062], [17.1306, 12.9535, -28.9104], [14.4634, 10.0238, -24.8039], [14.7513, 10.8804, -25.1194], [15.1614, 9.7381, -24.2144], [14.8193, 12.3558, -26.3505], [15.7540, 12.4133, -26.5484], [14.3866, 12.6898, -27.1363], [17.8374, 9.1414, -26.6906], [16.9505, 9.2661, -27.0283], [18.3229, 9.9046, -27.0036], [15.4777, 6.9319, -26.8023], [16.0631, 7.6757, -26.6598], [15.1941, 6.6779, -25.9241], [12.8522, 8.8685, -26.6525], [12.7424, 7.9481, -26.4135], [13.0816, 9.3039, -25.8315]],
  "forces_ev_per_a": [[0.705, -0.336, -0.286], [-0.762, -0.516, 0.636], [0.305, 0.496, -0.063], [-0.343, -0.796, -0.995], [0.374, 0.432, 0.476], [-0.002, 0.173, -0.082], [-1.137, -0.008, -0.106], [0.366, -0.537, -0.191], [0.612, 0.491, 0.459], [-0.222, -0.461, 0.719], [-0.007, 0.707, -0.609], [0.155, -0.177, 0.109], [-0.603, -0.185, 0.798], [0.985, 0.235, -0.262], [-0.216, 0.379, -0.447], [0.373, -0.686, 0.526], [-0.552, 0.639, -0.412], [0.091, 0.379, -0.155], [-0.215, -0.414, -0.154], [0.229, 0.184, 0.030], [-0.007, -0.007, 0.212], [-0.704, -0.057, -0.548], [0.122, -0.248, -0.187], [0.453, 0.312, 0.531]],
  "charge": -1,
  "spin_multiplicity": 2,
  "e_above_lowest_ev": 0.093,
  "total_energy_ev": -16639.835
}

***

2.
{
  "formula": "H16O8",
  "method": "ωB97M-V with the def2-TZVPD basis set",
  "elements": ["O", "H", "H", "O", "H", "H", "O", "H", "H", "O", "H", "H", "O", "H", "H", "O", "H", "H", "O", "H", "H", "O", "H", "H"],
  "positions_angstrom": [[1.1598, 1.7449, 0.7522], [1.1501, 2.6573, 1.0696], [1.2005, 1.8151, -0.2141], [0.4746, 1.5423, -2.1177], [0.5340, 2.4312, -1.7490], [0.2256, 1.6915, -3.0391], [2.4034, -0.3806, -3.7608], [1.9530, -0.3627, -4.6123], [1.7971, 0.0496, -3.1452], [-2.1837, 1.4223, 2.8750], [-1.3866, 0.9103, 2.6769], [-1.8639, 2.3150, 3.0341], [0.3667, -3.6999, -0.7493], [0.1370, -2.7655, -0.6338], [-0.4605, -4.1716, -0.6074], [-0.2721, -0.8784, -0.1492], [-0.3212, -0.4289, -1.0035], [0.0493, -0.2020, 0.4612], [-2.9235, -1.7987, 0.1604], [-1.9879, -1.5317, 0.2396], [-3.1628, -2.1333, 1.0306], [0.6749, 0.4414, 3.1800], [1.0936, 0.8956, 2.4282], [1.3427, 0.4366, 3.8734]],
  "forces_ev_per_a": [[-0.002, 0.500, -0.359], [-0.034, -0.127, -0.003], [0.223, -0.423, 0.507], [-0.016, 0.103, -0.113], [-0.206, 0.095, -0.309], [-0.022, -0.026, 0.092], [-0.162, 0.165, -0.051], [0.066, -0.083, 0.065], [0.167, -0.086, 0.018], [0.034, -0.023, -0.235], [-0.070, 0.090, 0.313], [0.011, -0.064, 0.060], [-0.122, 0.075, -0.041], [0.116, -0.172, 0.138], [0.039, 0.052, -0.022], [0.084, 0.191, -0.178], [-0.036, 0.042, 0.114], [0.027, -0.122, 0.042], [0.288, -0.072, 0.113], [-0.383, -0.020, -0.059], [-0.023, 0.059, -0.064], [0.231, 0.294, -0.290], [-0.085, -0.350, 0.245], [-0.125, -0.098, 0.015]],
  "e_above_lowest_ev": 2.258,
  "total_energy_ev": -16639.752
}

***

3.
{
  "formula": "H16O8",
  "method": "ωB97M-V with the def2-TZVPD basis set",
  "elements": ["O", "H", "H", "O", "H", "H", "O", "H", "H", "O", "H", "H", "O", "H", "H", "O", "H", "H", "O", "H", "H", "O", "H", "H"],
  "positions_angstrom": [[-0.0403, -0.7058, -0.1508], [0.3833, -1.2416, 0.5428], [0.3427, 0.1021, -0.2811], [-0.4585, 3.3037, -1.0365], [0.2389, 2.8970, -1.6269], [-0.0979, 3.9556, -0.5040], [3.4476, 3.0074, 0.2448], [4.3128, 3.3260, 0.6505], [3.6685, 2.9210, -0.6208], [-1.3773, 1.8331, 2.1961], [-2.0887, 1.8556, 2.8244], [-0.6315, 2.3551, 2.5898], [-1.4181, 0.4194, -1.2969], [-0.5424, 0.2474, -1.6062], [-1.4281, 1.2762, -0.7790], [-3.3502, -2.3517, -0.3845], [-3.8996, -3.1755, -0.6034], [-2.5465, -2.8129, -0.1561], [-0.2561, -3.4605, 1.0531], [0.1616, -2.7596, 1.4553], [0.4057, -4.1505, 1.2491], [3.0494, -2.1130, -0.7623], [2.1932, -2.6587, -0.5578], [2.7561, -1.5977, -1.4822]],
  "forces_ev_per_a": [[0.013, -5.647, 2.104], [0.402, 1.049, -0.589], [1.985, 2.934, 0.699], [-0.358, -2.916, -2.671], [-1.098, 1.109, 1.241], [1.483, 1.832, 1.434], [0.939, 1.138, 4.730], [-1.814, -0.632, -0.573], [0.852, -0.502, -4.174], [1.662, 0.662, -0.074], [-0.416, 0.080, 0.498], [-1.207, -0.739, -0.448], [-2.642, 3.090, -0.696], [0.122, 0.170, -0.661], [0.185, -1.322, -1.047], [-1.635, -2.303, -0.593], [0.692, 1.995, 0.342], [0.959, 0.292, 0.291], [-0.301, -3.007, -1.103], [0.965, 2.839, 1.632], [-0.704, -0.102, -0.328], [-2.080, -2.562, 1.899], [2.418, 1.463, -0.527], [-0.422, 1.077, -1.388]],
  "e_above_lowest_ev": 5.040,
  "total_energy_ev": -16636.971
}

***

4.
{
  "formula": "H16O8",
  "method": "ωB97M-V with the def2-TZVPD basis set",
  "elements": ["O", "H", "H", "O", "H", "H", "O", "H", "H", "O", "H", "H", "O", "H", "H", "O", "H", "H", "O", "H", "H", "O", "H", "H"],
  "positions_angstrom": [[-9.5602, -18.9697, -15.5110], [-10.1518, -19.3806, -16.1337], [-8.8068, -18.7670, -16.0325], [-14.0236, -18.5578, -16.5449], [-13.2992, -18.5306, -17.1633], [-14.3670, -17.7208, -16.7415], [-10.2170, -19.6885, -18.2532], [-10.9530, -19.1100, -18.4538], [-9.4640, -19.1063, -18.3044], [-8.6924, -17.4851, -20.6247], [-8.0195, -18.1958, -20.7021], [-8.3576, -16.8614, -19.9186], [-6.7810, -19.1907, -19.5299], [-6.6099, -20.1275, -19.3375], [-7.1320, -18.8620, -18.6925], [-8.6609, -21.4730, -16.8761], [-9.2989, -21.2247, -16.1727], [-8.9531, -21.0164, -17.6513], [-11.9604, -17.5717, -18.0665], [-11.7404, -17.2638, -18.9241], [-11.5435, -17.0460, -17.3864], [-8.1904, -17.9739, -17.6348], [-7.3111, -17.7817, -17.4076], [-8.4447, -17.0280, -17.8591]],
  "forces_ev_per_a": [[-0.908, 0.032, 1.597], [-0.478, -0.165, -0.506], [0.875, 0.184, -0.552], [0.432, -1.504, 0.492], [0.653, -0.580, -0.299], [-1.382, 1.966, -0.029], [-0.198, -0.635, -0.135], [-0.425, 0.016, 0.045], [0.390, 0.231, -0.225], [0.454, 0.921, 1.012], [-0.335, 0.514, 0.400], [-0.300, -1.252, -1.602], [0.467, -0.776, 0.205], [0.036, 0.305, -0.332], [-0.163, -0.243, -0.610], [0.257, -0.486, 1.397], [0.720, -0.194, -0.738], [-0.692, 0.219, -0.601], [-0.618, -0.735, 0.785], [0.394, 0.869, -1.173], [0.267, 0.306, 0.085], [-1.529, 2.703, -0.654], [2.398, 0.017, 1.107], [-0.316, -1.712, 0.331]],
  "e_above_lowest_ev": 2.946,
  "total_energy_ev": -16639.064
}